This record from the OMol25 dataset describes a molecular structure, C14H22N7OPdS2Te. The level of theory is ωB97M-V/def2-TZVPD.

Structure (XYZ):
```
48
Properties=species:S:1:pos:R:3:forces:R:3:mulliken_charge:R:1
Pd -1.9213 0.4521 0.6463 0.3338 0.1642 -0.2703 0.642
N -1.5154 -1.6411 0.2438 -0.0979 0.0174 0.0630 -0.582
N -2.0207 -2.0493 -1.0101 0.0248 -0.0339 -0.0015 -0.275
C -2.4452 -1.1522 -1.9067 -0.0135 0.0593 -0.0165 0.926
N -2.8822 -1.5650 -3.0764 0.0071 -0.0096 -0.0003 -0.389
S -2.4070 0.5400 -1.5789 -0.0503 -0.0277 0.1407 -0.322
H -0.5135 -1.8354 0.2763 0.0074 0.0205 -0.0046 0.267
H -1.9729 -2.2098 0.9556 -0.0088 0.0146 0.0109 0.366
H -2.0018 -3.0403 -1.2178 0.0088 -0.0024 0.0075 0.249
H -2.9154 -2.5403 -3.3421 -0.0003 0.0009 -0.0001 0.226
H -3.2596 -0.9022 -3.7403 0.0003 0.0047 0.0056 0.229
C -0.9770 1.7737 5.6881 -0.0045 0.0104 -0.0033 -1.293
C -1.4606 2.5117 4.4998 0.0067 0.0153 0.0393 0.900
N -1.8089 3.7541 4.4469 -0.0074 -0.0310 -0.0548 -0.614
N -2.1880 3.9794 3.1536 0.0020 0.0359 0.0265 0.240
C -2.0842 2.9062 2.3935 0.0434 -0.0421 0.0639 0.338
S -2.4297 2.6969 0.7269 -0.0095 -0.0791 -0.0668 -0.308
N -1.6215 1.9533 3.2278 -0.0287 -0.0129 -0.0103 0.513
N -1.3840 0.6347 2.7968 -0.1066 0.0292 -0.0270 -0.949
H -0.9244 2.4697 6.5223 -0.0014 -0.0023 0.0010 0.360
H 0.0192 1.3596 5.5227 0.0014 0.0037 0.0000 0.367
H -1.6609 0.9671 5.9590 -0.0015 0.0000 -0.0016 0.340
H -2.5127 4.9008 2.8863 0.0022 0.0023 0.0023 0.191
H -1.9498 0.0105 3.3726 0.0106 -0.0126 0.0051 0.317
H -0.4000 0.4221 2.9608 0.0130 -0.0132 -0.0279 0.278
C 4.5636 -2.2957 -3.4802 -0.0290 0.0267 0.0024 -1.423
C 3.5518 -1.4717 -2.7678 0.0620 -0.0474 -0.0412 0.604
C 2.8325 -0.4730 -3.4383 -0.0291 0.1166 -0.0351 -1.024
C 1.9192 0.3274 -2.7943 0.0817 -0.0557 -0.1458 0.783
C 1.1891 1.3756 -3.5842 0.0000 -0.0274 -0.0059 -1.563
C 1.7236 0.1300 -1.3765 -0.1495 0.1239 0.0639 0.377
Te 0.7363 1.5523 -0.3688 0.0415 0.0070 0.0972 0.783
C 2.4040 -0.9424 -0.6930 0.0931 -0.1253 0.0165 0.657
C 2.2100 -1.2743 0.7629 -0.0179 -0.0190 -0.0084 -1.502
C 3.3043 -1.6951 -1.4013 -0.0385 -0.0026 0.0943 -0.793
H 4.6440 -2.0366 -4.5320 -0.0039 -0.0005 -0.0002 0.385
H 4.3222 -3.3576 -3.3891 -0.0022 -0.0040 0.0116 0.383
H 5.5416 -2.1646 -3.0085 0.0029 0.0056 0.0057 0.379
H 3.0184 -0.3184 -4.4935 0.0027 -0.0053 0.0035 0.360
H 1.5011 1.3467 -4.6251 -0.0076 -0.0250 -0.0017 0.400
H 1.3853 2.3802 -3.2097 0.0110 -0.0084 -0.0104 0.431
H 0.1092 1.2196 -3.5466 0.0002 0.0142 0.0214 0.263
H 1.4395 -0.6675 1.2370 0.0019 -0.0191 -0.0157 -0.065
H 3.1359 -1.1143 1.3179 -0.0004 0.0230 -0.0080 0.482
H 1.9676 -2.3337 0.8796 0.0151 0.0063 -0.0153 0.439
H 3.8540 -2.4813 -0.8962 -0.0014 0.0012 -0.0057 0.535
O -5.6110 0.0289 1.4911 -0.0039 0.0342 -0.0360 -0.078
C -4.5048 -0.1305 1.5101 -0.1597 -0.1303 0.1320 0.171
```
Forces are in eV/Å.

The orbital gap (spin up / spin down) is 0.2147 / 0.2148 Eh. The value obtained for the highest occupied orbital energy (spin up / spin down) is -17.312 / -17.311 eV. For the calculated total energy, the calculation gives -59769.41496 eV. The total charge is +3. The calculation puts the energy above the lowest of the compared OMol25 structures with the same formula, charge and spin at 0.643 eV.